Record 1
ORCA calculation (the ωB97M-V functional and the def2-TZVPD basis) on a molecular structure, C25H45N2OP3SeW at a distorted geometry.

Atoms and positions in Å:
C1 2.30 -0.37 -3.51
H1 1.46 -0.25 4.68
H2 0.21 -0.06 2.06
P1 -0.15 2.24 -0.91
H3 -2.04 0.92 3.63
H4 4.76 2.51 1.75
H5 -5.96 -2.49 -3.95
N1 3.39 1.30 2.73
H6 -5.33 -1.59 -6.20
H7 -3.83 0.83 3.47
C2 -3.39 -0.42 -2.99
C3 2.14 1.04 3.16
H8 -3.37 2.54 0.98
C4 -4.46 -1.39 -2.91
H9 -0.96 -3.04 1.95
H10 -3.63 -1.35 -0.16
H11 2.25 2.45 -0.50
C5 -4.79 -1.28 -5.31
H12 0.50 -3.84 1.27
H13 -4.79 1.47 1.22
H14 2.41 0.63 -3.94
C6 -3.73 -0.36 -5.43
H15 -4.72 -1.76 -1.93
C7 0.08 -2.88 1.62
P2 0.14 -1.67 0.26
H16 1.75 3.21 -2.04
H17 3.19 -0.78 -3.00
H18 -3.44 0.02 -6.41
C8 1.20 -1.11 -3.70
C9 1.61 2.34 -1.38
H19 6.01 -2.39 5.29
C10 5.51 -1.57 4.78
N2 2.25 0.15 4.18
O1 -2.78 0.00 -1.94
H20 -1.10 3.24 -2.89
C11 -0.54 3.88 -0.20
H21 -2.24 0.80 -4.38
H22 6.15 0.83 2.37
H23 2.46 -0.97 0.51
H24 -4.64 -1.23 1.32
C12 3.75 2.13 1.59
C13 -0.66 -2.53 -1.12
C14 -3.04 0.07 -4.31
H25 -3.11 -2.17 1.36
H26 2.31 -2.61 -0.18
C15 -2.87 0.34 3.22
P3 -2.75 0.24 1.41
H27 0.01 4.05 0.73
H28 -0.31 -3.57 -1.15
C16 4.16 -1.29 5.05
C17 -5.14 -1.78 -4.05
C18 3.60 -0.22 4.36
H29 1.17 -2.18 -3.46
C19 -0.98 2.22 -2.50
C20 -3.61 -1.29 0.94
H30 1.90 1.43 -1.93
H31 3.55 -1.86 5.75
C21 6.24 -0.82 3.83
H32 0.32 -0.70 -4.22
C22 4.31 0.52 3.44
C23 1.90 -1.59 -0.20
H33 -1.95 1.73 -2.36
H34 -1.75 -2.51 -1.02
H35 -3.87 1.43 -0.34
H36 -0.39 -2.03 -2.06
C24 -3.80 1.56 0.75
W1 -0.57 0.45 0.71
Se1 0.48 1.82 2.45
H37 3.03 2.96 1.51
H38 2.02 -1.17 -1.21
H39 -0.40 1.61 -3.20
H40 -1.62 3.95 0.01
H41 7.28 -1.08 3.63
H42 0.66 -2.52 2.48
C25 5.64 0.24 3.13
H43 -2.85 -0.67 3.65
H44 -0.26 4.66 -0.93
H45 3.73 1.54 0.66

Results
Orbital gap (alpha / beta) = 3.8 / 4.9 eV
E_LUMO (alpha / beta) = -14.562 / -14.178 eV
Highest occupied orbital energy (alpha / beta) = -18.34 / -19.10 eV
Net charge = +4
Relative energy (zero: lowest compared OMol25 entry of this formula, charge and spin) = 72.1 kcal/mol
2S+1 = 3

Okay, here come the Löwdin numbers, in e, for every atom:
1. C -0.07
2. H 0.18
3. H -0.11
4. P 0.72
5. H 0.01
6. H 0.12
7. H 0.14
8. N -0.05
9. H 0.14
10. H 0.09
11. C -0.37
12. C -0.49
13. H 0.06
14. C 0.03
15. H 0.06
16. H 0.01
17. H 0.01
18. C 0.02
19. H 0.09
20. H 0.10
21. H 0.07
22. C -0.02
23. H 0.11
24. C -0.20
25. P 0.66
26. H 0.10
27. H 0.07
28. H 0.14
29. C -0.07
30. C -0.20
31. H 0.14
32. C 0.00
33. N 0.15
34. O -0.12
35. H 0.10
36. C -0.21
37. H 0.10
38. H 0.13
39. H 0.05
40. H 0.10
41. C 0.01
42. C -0.19
43. C 0.02
44. H 0.06
45. H 0.10
46. C -0.19
47. P 0.68
48. H 0.02
49. H 0.10
50. C 0.03
51. C -0.02
52. C -0.16
53. H 0.07
54. C -0.22
55. C -0.20
56. H 0.02
57. H 0.14
58. C 0.00
59. H 0.06
60. C -0.14
61. C -0.19
62. H 0.01
63. H 0.05
64. H 0.05
65. H 0.02
66. C -0.18
67. W 0.64
68. Se 0.90
69. H 0.08
70. H 0.01
71. H 0.06
72. H 0.06
73. H 0.14
74. H 0.05
75. C 0.04
76. H 0.08
77. H 0.09
78. H 0.10

---

Record 2
ORCA calculation (the ωB97M-V functional and the def2-TZVPD basis) on a molecular structure, C25H45N2P3PmSe2 at a distorted geometry.

Atoms and positions in Å:
C1 3.16 1.05 1.63
C2 -2.82 0.86 -2.93
C3 -0.54 3.37 -4.53
H1 3.74 0.77 2.51
N1 -2.00 2.90 3.81
H2 0.21 -2.95 -1.91
H3 -4.21 2.28 -3.51
H4 -2.03 1.65 -2.91
Se1 -2.13 1.53 1.37
H5 2.93 -1.66 2.86
H6 -3.82 -1.32 1.63
H7 3.37 -0.71 -1.36
C4 -0.36 3.47 -3.14
H8 -0.28 -3.33 0.35
H9 -1.68 3.70 3.27
P1 0.95 -0.63 -2.01
Se2 1.19 4.29 -0.84
C5 -2.29 1.48 5.50
H10 -1.56 3.38 -4.92
H11 2.97 3.08 -2.96
H12 0.30 0.47 -4.10
H13 -2.13 -0.16 6.91
C6 1.14 -2.42 -1.80
H14 -3.60 -2.91 -2.09
C7 0.93 3.59 -2.60
Pm1 -1.80 0.28 -0.89
C8 -1.44 1.83 7.70
C9 -4.04 1.19 -3.43
H15 -4.07 -3.08 1.27
H16 2.07 -0.02 4.05
H17 3.11 0.69 -2.44
H18 1.56 -2.68 -0.82
H19 -0.54 -1.09 -3.95
C10 -1.37 3.67 6.07
H20 2.39 3.44 -0.55
H21 2.66 2.84 -5.43
C11 2.00 3.21 -3.42
C12 2.39 -1.65 1.90
C13 2.78 -0.35 -2.24
H22 3.08 -1.90 1.09
N2 -2.44 0.82 4.25
C14 -2.59 -0.63 4.09
H23 -1.23 1.45 8.73
C15 1.20 0.31 3.46
H24 -1.89 -3.45 -2.21
H25 -4.73 -1.82 0.17
C16 -1.95 0.93 6.72
H26 0.31 -0.21 3.82
P2 -2.34 -2.26 -0.12
H27 -3.02 -4.33 -1.15
C17 -1.16 -3.11 0.96
H28 3.04 -0.97 -3.12
H29 1.05 1.39 3.60
C18 -1.13 3.18 7.38
H30 1.82 -2.77 -2.58
H31 -3.61 -0.89 3.78
C19 -2.22 1.71 3.22
H32 -1.05 4.65 5.72
H33 -0.90 -2.43 1.78
H34 -4.63 0.51 -4.08
C20 -1.99 2.82 5.21
C21 0.43 -0.58 -3.80
H35 1.21 -1.05 -4.41
H36 -2.44 -0.22 -2.95
H37 3.78 0.90 0.73
C22 -2.75 -3.35 -1.53
H38 2.90 2.12 1.67
H39 -1.23 3.51 -2.46
H40 -0.70 3.84 8.14
C23 1.83 3.09 -4.80
H41 -2.36 -1.12 5.05
H42 -1.64 -4.03 1.34
H43 0.43 3.22 -6.41
C24 0.57 3.22 -5.35
C25 -3.90 -2.09 0.83
P3 1.63 0.00 1.66
H44 1.60 -2.41 1.94
H45 -1.90 -0.98 3.31

Results
Orbital gap (alpha / beta) = 5.4 / 5.6 eV
E_LUMO (alpha / beta) = -9.925 / -9.682 eV
Highest occupied orbital energy (alpha / beta) = -15.30 / -15.30 eV
Net charge = +3
Relative energy (zero: lowest compared OMol25 entry of this formula, charge and spin) = 0.0 kcal/mol
2S+1 = 5

Okay, here come the Löwdin numbers, in e, for every atom:
1. C -0.29
2. C -0.30
3. C -0.09
4. H 0.05
5. N 0.13
6. H 0.01
7. H 0.11
8. H 0.03
9. Se 0.60
10. H 0.05
11. H 0.01
12. H 0.05
13. C -0.18
14. H 0.03
15. H 0.17
16. P 0.73
17. Se 0.87
18. C -0.14
19. H 0.11
20. H 0.10
21. H 0.03
22. H 0.13
23. C -0.29
24. H 0.06
25. C -0.63
26. Pm 1.03
27. C -0.02
28. C 0.13
29. H 0.08
30. H 0.05
31. H 0.04
32. H 0.03
33. H 0.03
34. C 0.02
35. H -0.13
36. H 0.12
37. C -0.13
38. C -0.30
39. C -0.23
40. H 0.04
41. N -0.04
42. C 0.00
43. H 0.14
44. C -0.28
45. H 0.04
46. H 0.07
47. C 0.02
48. H 0.02
49. P 0.66
50. H 0.07
51. C -0.22
52. H 0.07
53. H 0.04
54. C -0.01
55. H 0.07
56. H 0.10
57. C -0.62
58. H 0.13
59. H 0.03
60. H 0.12
61. C -0.18
62. C -0.26
63. H 0.06
64. H 0.03
65. H 0.04
66. C -0.23
67. H 0.03
68. H 0.09
69. H 0.13
70. C -0.05
71. H 0.10
72. H 0.08
73. H 0.11
74. C -0.07
75. C -0.24
76. P 0.76
77. H 0.02
78. H 0.06